This record from the OMol25 dataset describes C40H37ClN5OPReS as an isolated structure at a distorted geometry. The level of theory is ωB97M-V/def2-TZVPD.

Calculated values
Charge: +4
Relative energy (zero: lowest compared OMol25 entry of this formula, charge and spin) (kcal per mole): 11.5
Multiplicity: 4
<S²>: 3.784
Lowest unoccupied orbital energy (spin up / spin down) (eV): -12.6 / -14.3
E (hartree): -3172.0578

Each line ends with the Löwdin spin population.
Geometry (Å):
1 Re 0.193764 -0.552820 0.153879  2.355
2 Cl -1.965324 0.397562 0.863731  0.047
3 S 2.458363 -0.992600 -0.347893  0.223
4 P -0.869240 -0.414636 -1.995902  0.055
5 O 3.068780 2.605791 -3.592158  0.002
6 N 1.018062 0.784567 1.546651  -0.007
7 N 1.252276 0.394661 2.711630  0.034
8 N 3.132016 0.901668 -2.082045  0.008
9 N 0.328583 -1.637267 1.969597  0.032
10 N 3.198752 -1.302709 -2.888683  0.005
11 C 6.022824 0.824028 -2.540272  0.000
12 C -4.118985 1.455457 -0.391191  0.002
13 C -0.211028 -1.266220 -5.891819  0.001
14 C 0.319337 0.830978 -4.124094  0.003
15 C 1.978484 4.722125 0.520241  -0.008
16 C -2.919408 0.821661 -0.597496  0.008
17 C 2.962157 -0.411658 -1.963566  0.040
18 C 0.998644 2.605434 -0.040007  0.027
19 C 3.762698 1.764240 -3.115413  0.001
20 C 4.175768 -2.344390 -4.886415  0.001
21 C 3.455440 -1.121612 -4.341597  0.002
22 C -0.097357 -3.068119 -1.562990  0.000
23 C -2.358776 -2.517762 -0.841523  0.005
24 C -0.311943 -4.392417 -1.213892  0.006
25 C 0.640358 0.956558 -5.466647  0.000
26 C -0.068971 -2.891477 2.221489  0.030
27 C -0.541898 -1.403915 -4.551721  0.003
28 C 5.771930 2.297227 -4.437372  0.000
29 C 2.337313 4.238307 1.776421  0.001
30 C 7.158801 2.213077 -4.705400  0.000
31 C -4.865659 1.774716 -1.525772  0.001
32 C -2.416184 0.472338 -1.842700  0.008
33 C -1.115593 -2.105064 -1.381309  0.006
34 C 0.087039 -3.468190 3.472694  0.002
35 C 1.308880 3.906720 -0.391020  0.004
36 C 0.370579 -0.087003 -6.346377  0.003
37 C 1.078337 -1.430623 4.246910  0.018
38 C 7.417503 0.754570 -2.809696  0.000
39 C 1.363433 2.126788 1.221691  0.006
40 C -0.278030 -0.348823 -3.671460  0.018
41 C -4.404012 1.454338 -2.793877  0.002
42 C -1.543546 -4.775975 -0.697445  -0.008
43 C 0.668990 -2.738419 4.496817  0.029
44 C -3.187273 0.805137 -2.958361  0.002
45 C 5.209382 1.583629 -3.355234  0.000
46 C 7.968808 1.449924 -3.892328  0.000
47 C 2.033901 2.939152 2.138898  -0.006
48 C 0.887512 -0.921548 2.980807  0.010
49 C 5.626559 -2.431421 -4.429013  0.000
50 C -2.563956 -3.839004 -0.508453  0.001
51 H 2.309112 2.557942 3.111625  0.000
52 H 8.056640 0.161816 -2.167500  0.000
53 H 3.622035 -3.246760 -4.602966  0.000
54 H -0.516785 -3.432486 1.398792  0.001
55 H -0.249328 -4.483564 3.632474  0.000
56 H 2.487609 -0.962532 -4.820289  0.000
57 H -0.429686 -2.066963 -6.585807  0.000
58 H -3.169216 -1.807538 -0.735052  0.000
59 H 4.119279 -2.297456 -5.974555  0.000
60 H 5.628552 0.300597 -1.678288  0.000
61 H 2.212527 5.744579 0.252578  0.000
62 H 3.140817 -2.266798 -2.585224  0.003
63 H -4.471689 1.706174 0.600333  0.000
64 H 5.711529 -2.474280 -3.339106  0.000
65 H 2.852627 4.882795 2.475753  0.000
66 H 0.826130 -2.779771 -2.044462  0.000
67 H 5.132818 2.918516 -5.053573  0.000
68 H 1.528889 -0.808475 5.008355  0.001
69 H -1.025357 -2.310209 -4.207176  0.000
70 H -3.526075 -4.157012 -0.128422  0.000
71 H 0.442280 1.978898 -0.733678  0.021
72 H 0.513694 1.656736 -3.448217  0.000
73 H -2.834243 0.558893 -3.952185  0.000
74 H 9.032708 1.391675 -4.083162  0.000
75 H -5.813580 2.282429 -1.404142  0.000
76 H 7.574548 2.756907 -5.543621  0.000
77 H 1.088766 1.872670 -5.828052  0.000
78 H 0.799801 -3.172634 5.479561  0.001
79 H -4.995535 1.709574 -3.662523  0.000
80 H 4.070291 -0.236949 -4.487147  0.000
81 H 0.605984 0.023091 -7.397212  0.000
82 H 1.017249 4.299669 -1.356011  0.000
83 H 6.196334 -1.568588 -4.782284  0.000
84 H 6.104874 -3.324923 -4.824862  0.000
85 H 2.728320 1.456431 -1.333200  0.002
86 H 0.461524 -5.131321 -1.376479  0.001
87 H -1.723085 -5.816493 -0.454764  0.000

Atomic forces in eV per Å
0.74 -0.46 -0.22
-0.24 0.11 0.04
-0.38 -0.51 -0.10
-0.38 0.14 -0.43
-0.55 0.04 0.02
0.07 0.57 0.38
-0.08 -0.05 -0.21
-0.35 -0.52 0.42
-0.04 0.06 0.10
-0.15 -0.09 0.31
1.90 -0.52 0.08
0.02 -0.01 0.04
-0.04 0.01 0.06
0.00 0.14 0.02
0.00 -0.01 0.01
-0.02 0.05 0.07
0.26 0.88 -0.39
0.00 0.08 0.02
1.15 0.17 -0.44
0.01 -0.06 0.05
0.12 0.08 -0.10
0.09 -0.21 -0.08
-0.10 -0.05 0.08
0.10 0.09 -0.05
-0.03 0.05 0.04
-0.01 -0.09 0.01
-0.01 -0.11 -0.01
0.93 -0.17 -0.07
-0.02 0.00 -0.04
-1.69 0.37 -0.04
-0.02 0.01 -0.01
0.03 -0.02 -0.02
0.09 0.18 0.27
-0.01 -0.08 0.00
-0.02 0.00 -0.02
-0.02 0.02 -0.01
0.03 0.17 -0.13
-1.19 0.12 0.12
-0.03 -0.08 -0.05
0.15 -0.09 0.07
0.00 -0.01 0.00
-0.04 -0.02 0.02
-0.05 -0.11 -0.01
0.05 0.01 -0.05
-0.36 0.66 -0.69
-0.12 -0.53 0.70
0.02 -0.03 0.03
0.03 -0.01 0.21
0.04 0.02 -0.02
-0.05 0.06 -0.01
0.01 0.02 0.00
-0.05 0.05 0.00
-0.03 -0.02 -0.02
-0.02 -0.03 -0.01
0.00 0.00 0.00
-0.01 -0.06 0.06
0.00 -0.01 0.01
0.00 -0.02 0.01
0.02 0.03 0.00
0.04 -0.04 0.03
0.00 -0.01 0.00
0.06 -0.05 -0.04
-0.01 0.01 0.01
0.01 0.02 -0.02
0.00 -0.01 0.01
0.06 -0.01 0.00
0.06 -0.06 0.01
0.01 0.01 0.00
0.01 -0.01 -0.02
0.00 0.00 0.00
-0.05 0.00 -0.03
0.04 0.01 -0.03
0.00 0.00 0.00
-0.02 -0.02 0.02
0.00 0.01 0.01
-0.05 0.01 0.04
0.01 0.00 0.02
0.00 -0.01 0.01
0.00 0.00 -0.01
0.00 -0.02 0.01
0.01 0.00 0.00
0.02 -0.02 0.00
-0.03 -0.03 0.06
-0.02 -0.01 -0.01
0.08 0.02 -0.03
0.01 0.01 -0.01
0.00 -0.01 -0.01

=====

This record from the OMol25 dataset describes C40H37HfN10O2S as an isolated structure at a distorted geometry. The level of theory is ωB97M-V/def2-TZVPD.

Calculated values
Charge: +1
Multiplicity: 1
Lowest unoccupied orbital energy (eV): -2.9
E (hartree): -2690.4846

Each line ends with the Löwdin charge.
Geometry (Å):
1 Hf 0.529876 0.445586 -0.214954  1.607
2 S -1.907870 -7.307105 3.488245  1.011
3 O -1.144219 0.314925 -1.372802  -0.159
4 O -0.997247 0.606521 1.096362  -0.245
5 N -2.116134 0.910382 -0.712272  -0.189
6 N 1.467630 -0.977838 -1.478885  -0.078
7 N 0.437602 -3.071727 -0.858037  -0.062
8 N -1.681003 -6.847994 1.950343  -0.223
9 N -2.056414 1.071995 0.541559  0.060
10 N 0.824408 2.339361 0.569429  -0.140
11 N -2.035601 -1.395151 2.213207  0.103
12 N 1.150396 1.655333 -1.981498  -0.058
13 N 1.952803 0.120693 1.339865  -0.101
14 N -2.016620 -5.823845 4.132330  -0.222
15 C -2.259671 -2.894579 4.528711  0.018
16 C -1.484168 -5.363638 -0.506935  -0.020
17 C 0.088605 3.462185 0.023947  -0.197
18 C -2.425165 -1.524932 4.566069  -0.033
19 C 4.562733 3.434981 2.887576  -0.077
20 C 1.570718 0.867408 -2.957902  -0.237
21 C -4.364914 1.790900 -0.741242  -0.002
22 C -1.983680 -3.506279 3.304906  -0.093
23 C -3.007503 1.873112 -2.745229  -0.009
24 C 3.456086 4.160615 2.478794  -0.054
25 C 2.074331 -0.444805 -2.544981  -0.229
26 C 3.728917 -0.830546 -4.429689  -0.061
27 C 2.430484 -1.058643 2.063298  -0.203
28 C 0.984461 -3.149399 1.564105  -0.100
29 C -5.374601 2.458212 -1.407832  -0.056
30 C -1.838959 -2.704339 2.161694  -0.179
31 C 2.086499 0.707012 -5.439920  -0.058
32 C 1.310214 -2.003085 2.523819  -0.148
33 C 1.643677 -2.412553 -1.296208  -0.185
34 C -1.425614 -3.245922 0.804818  -0.113
35 C -1.882466 -4.933540 3.168567  -0.315
36 C -0.315843 -3.668818 -1.844415  -0.075
37 C 3.174594 -1.045072 -3.179741  -0.015
38 C 4.825054 2.112448 2.575134  -0.053
39 C 0.766693 3.008778 -2.369721  -0.206
40 C 2.658690 1.244820 1.542666  -0.215
41 C -5.199150 2.854992 -2.726077  -0.062
42 C 1.964316 2.505219 1.238197  -0.202
43 C -3.180589 1.508184 -1.415011  -0.180
44 C -1.164446 -4.709831 -1.730019  -0.071
45 C 2.386172 3.768393 1.699213  0.002
46 C 0.818505 4.001669 -1.208812  -0.144
47 C 3.209648 -0.108629 -5.486388  -0.083
48 C -1.685127 -5.525388 1.887711  -0.315
49 C -0.010342 -2.710825 0.472775  -0.231
50 C 1.427649 1.181462 -4.329448  -0.010
51 C -4.018788 2.562159 -3.391239  -0.059
52 C 3.994777 1.178607 1.990527  -0.013
53 C -1.501053 -4.752295 0.696591  -0.127
54 C -2.328539 -0.824091 3.371538  -0.122
55 H 0.643545 1.897946 -4.537025  0.106
56 H 4.451638 0.206272 1.869731  0.106
57 H 1.619014 -2.431443 3.478586  0.123
58 H 3.444447 5.202395 2.776897  0.116
59 H -4.478487 1.477553 0.282532  0.114
60 H -0.062736 4.258166 0.763565  0.121
61 H 3.702623 -1.766788 -2.569657  0.112
62 H 1.906672 -3.531851 1.120839  0.116
63 H -0.058293 -3.335868 -2.843636  0.126
64 H -1.553670 -5.138703 -2.640779  0.105
65 H 1.859063 4.197924 -0.942690  0.114
66 H -0.911560 3.114156 -0.267010  0.106
67 H 5.303687 3.964893 3.468421  0.108
68 H 4.635433 -1.382564 -4.630798  0.113
69 H 0.363814 4.935837 -1.539692  0.123
70 H 3.177084 -1.613264 1.476099  0.120
71 H 2.928130 -0.703237 2.974740  0.120
72 H 2.452096 -2.610981 -0.575204  0.123
73 H 1.932165 -2.877499 -2.246981  0.128
74 H -6.301012 2.669163 -0.897900  0.113
75 H 0.418408 -1.401169 2.709087  0.101
76 H 5.801500 1.743067 2.860494  0.116
77 H 1.453698 3.366106 -3.147672  0.127
78 H -0.248608 3.009632 -2.791641  0.111
79 H -2.337738 -3.511775 5.410194  0.120
80 H -0.055759 -1.581614 0.498244  0.078
81 H -3.884663 2.874040 -4.415274  0.112
82 H -2.632679 -1.013537 5.491409  0.107
83 H -5.988311 3.381879 -3.239715  0.111
84 H 1.703489 4.576462 1.476242  0.100
85 H -1.692352 -6.422779 -0.539449  0.118
86 H -2.102204 -2.820899 0.051378  0.164
87 H -2.093242 1.615941 -3.258093  0.105
88 H -2.475487 0.245200 3.334169  0.105
89 H 1.731133 1.088267 -6.388780  0.115
90 H 3.714656 -0.197767 -6.436175  0.106
91 H 0.556894 -3.988909 2.117884  0.119

Atomic forces in eV per Å
2.10 -0.18 -0.80
0.05 0.80 -0.40
-1.31 -0.10 -0.46
-1.69 0.47 -0.01
-0.16 -0.33 0.66
0.38 -0.54 -0.53
0.06 0.18 0.24
0.10 -0.14 -0.39
-0.70 0.10 0.62
1.03 1.24 0.63
-0.32 -0.36 -0.14
0.29 -0.41 -0.38
0.41 -0.11 0.58
-0.07 0.33 0.47
0.06 0.01 -0.36
0.03 0.15 0.67
0.13 0.36 -0.10
0.04 -0.06 -0.07
0.10 -0.04 0.01
0.43 0.17 -0.18
0.14 -0.13 -0.05
-0.01 0.79 0.15
0.23 -0.18 0.22
0.13 -0.15 -0.03
0.21 -0.16 -0.75
-0.19 0.16 -0.39
-0.02 -0.24 0.21
0.02 0.31 0.09
0.08 0.01 -0.07
-0.22 -0.21 0.43
0.15 0.02 0.11
0.20 -0.08 -0.09
0.22 -0.43 0.11
0.05 0.21 -0.25
0.07 -1.23 -0.19
-0.15 -0.39 -0.26
-0.15 0.14 0.43
-0.06 0.44 0.13
0.05 0.31 0.16
0.53 0.34 0.48
0.02 -0.02 -0.03
-0.01 0.33 0.20
-1.05 0.57 -0.66
-0.04 0.33 -0.34
-0.12 -0.02 0.01
-0.18 -0.35 0.01
0.18 -0.13 0.00
-0.13 -0.90 1.13
0.32 -0.41 -0.01
-0.20 -0.05 -0.05
-0.12 -0.01 0.07
-0.22 -0.13 -0.30
0.15 0.08 -1.16
0.03 -0.06 0.10
-0.01 0.05 0.01
-0.05 -0.05 0.06
0.00 0.05 0.02
-0.02 0.02 -0.01
-0.07 -0.01 0.12
-0.09 -0.20 -0.05
-0.03 -0.06 0.01
-0.08 0.01 0.01
-0.03 0.04 -0.03
0.00 0.09 -0.15
-0.02 0.08 -0.01
0.08 0.13 0.07
0.09 0.02 -0.02
0.10 -0.08 -0.02
0.04 0.05 0.01
-0.03 0.03 0.10
0.03 -0.08 -0.20
-0.16 0.01 -0.17
0.00 0.14 0.24
-0.08 0.02 0.06
0.01 -0.04 0.17
0.05 -0.04 0.03
-0.19 -0.08 0.02
0.04 0.01 0.00
-0.06 -0.03 0.11
-0.28 -0.59 0.28
0.02 -0.03 -0.10
-0.05 0.09 0.09
-0.07 0.05 -0.03
-0.04 -0.03 -0.02
-0.04 -0.15 0.01
0.00 -0.01 0.08
0.06 -0.02 -0.01
-0.04 0.19 0.08
0.02 0.07 -0.04
0.02 -0.03 -0.10
0.00 0.05 -0.07